ORCA calculation (ωB97M-V/def2-TZVPD) on a cluster of 8 separate species, C16H24N8 in total.

The calculation puts the energy above the lowest of the compared OMol25 structures with the same formula, charge and spin at 89.8 kJ/mol. Its SMILES is CC#N.CC#N.CC#N.CC#N.CC#N.CC#N.CC#N.CC#N. For the HOMO energy, the calculation gives -11.26 eV.

Positions of all 48 atoms, in Å:
C: -3.16951 -1.91555 -5.28077
C: -2.72763 -1.17535 -4.03576
N: -2.40811 -0.57211 -3.10300
H: -2.53823 -1.72056 -6.14770
H: -4.14464 -1.49196 -5.52113
H: -3.27101 -2.99894 -5.21687
C: 1.35704 -3.18458 3.65741
C: 1.52671 -2.22313 2.56874
N: 1.68935 -1.50629 1.66158
H: 2.17437 -3.04769 4.36545
H: 1.31010 -4.19847 3.26003
H: 0.50785 -2.79015 4.21546
C: -0.19780 2.36391 4.79652
C: -0.40763 0.92340 4.99101
N: -0.53798 -0.23299 5.02659
H: 0.56771 2.43395 4.02374
H: 0.10212 2.89514 5.69982
H: -1.14574 2.74486 4.41655
C: 3.32431 1.53724 1.49859
C: 3.71790 2.31143 2.64801
N: 3.98622 2.95728 3.56089
H: 3.47829 1.95338 0.50299
H: 2.25106 1.36824 1.58616
H: 3.74160 0.53226 1.56184
C: -1.06381 4.93426 0.52844
C: -0.79526 6.34494 0.49991
N: -0.52557 7.44089 0.50158
H: -0.20761 4.34630 0.19780
H: -2.01353 4.73631 0.03149
H: -1.06709 4.68846 1.59036
C: -0.88356 -0.56510 0.23819
C: -0.58604 0.70363 0.80621
N: -0.28952 1.74281 1.25940
H: 0.00614 -0.81067 -0.34167
H: -1.78288 -0.42883 -0.36244
H: -0.91178 -1.37406 0.96818
C: -1.17369 -3.76583 -1.96715
C: -0.60857 -3.69984 -3.37115
N: -0.18059 -3.62910 -4.46676
H: -2.20241 -4.09655 -2.11022
H: -1.15686 -2.73824 -1.60403
H: -0.62916 -4.46824 -1.33612
C: 0.99089 -0.41408 -3.95015
C: 1.46265 -1.40379 -2.95819
N: 1.83021 -2.12902 -2.14167
H: -0.07575 -0.20724 -3.86288
H: 1.14086 -0.69802 -4.99177
H: 1.53658 0.52778 -3.89342


ORCA calculation (ωB97M-V/def2-TZVPD) on a structure of composition C16H25AsN4OSSeSi2Ta.

The calculation puts the energy above the lowest of the compared OMol25 structures with the same formula, charge and spin at 188.7 kJ/mol. As for the net charge: +3. For the HOMO energy, the calculation gives -16.73 eV.

Positions of all 52 atoms, in Å:
Ta: -0.42814 -1.15638 -0.19076
O: -1.95774 -1.08242 1.26047
N: -1.82143 -1.41546 2.55328
C: -2.84870 -1.28036 3.41232
C: -2.71777 -1.67637 4.71949
C: -1.50284 -2.20681 5.15969
C: -0.45515 -2.31703 4.27154
C: -0.62784 -1.91740 2.94863
S: 0.63364 -2.07451 1.78848
H: -3.75479 -0.85967 3.00365
H: -3.56006 -1.58050 5.38673
H: -1.38853 -2.54025 6.17817
H: 0.50664 -2.71875 4.56025
Se: -3.45686 -2.34226 -1.89778
N: -3.15934 -4.02312 -1.99606
C: -1.87570 -4.31695 -1.79966
C: -1.23814 -5.57230 -1.77085
C: 0.10238 -5.58077 -1.44830
C: 0.78298 -4.39201 -1.14130
N: 0.21759 -3.18944 -1.20483
C: -1.07378 -3.16278 -1.54439
N: -1.73064 -2.00501 -1.59524
H: -1.79826 -6.46957 -1.99098
H: 0.65443 -6.50756 -1.40563
H: 1.81819 -4.41019 -0.82065
C: 3.49971 3.17865 -0.97095
Si: 2.62231 3.23247 0.70966
C: 1.46176 4.67040 1.13053
C: 3.40281 2.27627 2.14492
As: 0.73191 0.86591 -0.10670
Si: -0.27858 2.12862 -2.42397
C: -2.05547 1.41597 -2.42367
C: 0.84564 1.43530 -3.79699
C: -0.24010 4.00583 -2.09248
H: 4.43331 3.73709 -0.94557
H: 2.89971 3.60249 -1.77149
H: 3.74108 2.14873 -1.22894
H: 2.03915 5.52888 1.47287
H: 0.77947 4.41257 1.93880
H: 0.87527 5.01080 0.28141
H: 4.28667 2.78147 2.53115
H: 3.71378 1.28212 1.82537
H: 2.71029 2.17478 2.97910
H: -2.06642 0.38117 -2.76986
H: -2.68803 1.97821 -3.10774
H: -2.51302 1.47717 -1.43572
H: 0.78628 0.34934 -3.85334
H: 1.88797 1.70899 -3.64574
H: 0.54320 1.82539 -4.76763
H: -0.76835 4.25108 -1.17270
H: -0.74104 4.53766 -2.89976
H: 0.77054 4.40050 -2.03685


ORCA calculation (ωB97M-V/def2-TZVPD) on the ion C16H25BrN3O2 with charge +1.

As for the net charge: +1. Its SMILES is Cc1cc(NC(=O)CC[NH+]2CCN(CCO)CC2)ccc1Br. For the HOMO energy, the calculation gives -11.11 eV.

Positions of all 47 atoms, in Å:
C: 5.37018 -0.23228 1.40776
C: 4.64020 -1.52754 1.29053
C: 3.27930 -1.55532 1.01747
C: 2.59527 -2.75911 0.90474
N: 1.21315 -2.83802 0.62430
C: 0.33291 -1.86000 0.41849
O: 0.59601 -0.65399 0.46043
C: -1.08226 -2.32567 0.07106
C: -2.14628 -1.33040 0.54711
N: -1.83608 0.04800 0.10422
C: -2.15727 0.30625 -1.31364
C: -1.61822 1.69163 -1.71293
N: -2.12575 2.75398 -0.87800
C: -3.45764 3.22324 -1.23587
C: -3.37162 4.36205 -2.26836
O: -2.72343 3.96453 -3.45411
C: -1.88850 2.46301 0.51118
C: -2.44688 1.09525 0.94570
C: 3.27482 -3.96292 1.06786
C: 4.62729 -3.95360 1.34081
C: 5.29991 -2.74656 1.45005
Br: 7.16466 -2.77696 1.82564
H: 5.82948 -0.14537 2.39191
H: 4.70060 0.60908 1.25545
H: 6.17242 -0.18351 0.67213
H: 2.75469 -0.62344 0.89170
H: 0.87760 -3.79142 0.55817
H: -1.13049 -2.45206 -1.01411
H: -1.29173 -3.29536 0.52208
H: -2.16725 -1.33231 1.63988
H: -3.13495 -1.62396 0.18413
H: -0.76216 0.08456 0.22256
H: -1.69776 -0.45662 -1.94110
H: -3.24229 0.26260 -1.44002
H: -1.88994 1.89502 -2.74907
H: -0.52585 1.68156 -1.63239
H: -4.07730 2.42133 -1.65665
H: -3.95777 3.61518 -0.34975
H: -4.38823 4.65277 -2.54732
H: -2.87185 5.22326 -1.81652
H: -1.78663 4.17218 -3.38791
H: -2.32576 3.24643 1.12995
H: -0.80544 2.46571 0.67802
H: -2.20060 0.90922 1.99175
H: -3.53274 1.06479 0.82237
H: 2.75209 -4.90401 0.98166
H: 5.16207 -4.88121 1.46861


| no. | E_LUMO (eV) |
| --- | --- |
| 1 | 0.29 |
| 2 | -10.89 |
| 3 | -2.41 |